w | Here is the molecule C2H6S2 from the Open Molecules 2025 dataset. Energies are from the ωB97M-V functional and the def2-TZVPD basis.

Last column: Löwdin charge in e.
CARTESIAN COORDINATES (ANGSTROEM)
S1 -0.66786 0.63283 2.45691  0.301
S2 0.43715 1.44754 0.71679  0.396
C1 0.52889 -0.73123 -1.26800  -0.156
C2 -0.38796 0.22900 -0.47064  -0.609
H1 0.79475 -0.42545 -2.25699  0.058
H2 0.20085 0.72271 3.47620  -0.223
H3 -0.14425 -1.59393 -1.34706  0.063
H4 1.33151 -1.06550 -0.58626  0.075
H5 -1.30041 -0.33087 0.20892  0.099
H6 -0.79268 1.11489 -0.92987  -0.003

Computed properties:
Molar mass in g mol⁻¹: 94.20
Kohn-Sham gap in eV: 8.5
Spin multiplicity: 1
HOMO energy in eV: -8.5
SMILES: CCSS
E_LUMO in eV: 0.0

x | Here is the molecule C2H6S2 from the Open Molecules 2025 dataset. Energies are from the ωB97M-V functional and the def2-TZVPD basis.

Last column: Löwdin charge in e.
CARTESIAN COORDINATES (ANGSTROEM)
S1 0.14813 -0.18102 -0.81652  0.439
S2 -0.78142 1.26372 0.83225  0.434
C1 -1.51358 -0.01885 1.92443  -0.485
C2 1.57645 -0.19433 -1.90659  -0.527
H1 -0.86746 -0.42334 2.69771  0.029
H2 1.32540 -0.67951 -2.85549  0.033
H3 -1.99307 0.86964 2.40548  0.004
H4 2.46942 -0.71512 -1.57853  0.021
H5 1.81143 0.82755 -2.18395  0.020
H6 -2.17529 -0.74875 1.48123  0.031

Computed properties:
Molar mass in g mol⁻¹: 94.20
Kohn-Sham gap in eV: 7.6
Spin multiplicity: 1
HOMO energy in eV: -8.4
SMILES: CSSC
E_LUMO in eV: -0.8

Computed energies relative to the best structure, in kcal/mol: w 0.0; x 12.9

w | Here is the molecule CH4N6O from the Open Molecules 2025 dataset. Energies are from the ωB97M-V functional and the def2-TZVPD basis.

Last column: Löwdin charge in e.
CARTESIAN COORDINATES (ANGSTROEM)
O1 1.11312 -0.34520 1.13347  -0.103
N1 0.32301 1.70261 0.60564  -0.001
N2 0.83059 1.29085 -1.56849  0.080
N3 0.55553 2.25633 -0.74597  0.025
N4 0.03482 0.30480 0.48943  -0.258
N5 -0.16802 -1.06355 -1.41001  -0.003
N6 -0.71571 -1.75082 -0.45929  -0.076
C1 0.33108 0.05174 -0.92151  -0.336
H1 -0.78236 -0.97952 0.48237  0.133
H2 0.55905 -1.15113 1.82187  0.239
H3 -0.43000 2.02575 1.26206  0.144
H4 -1.65111 -2.34186 -0.68958  0.157

Computed properties:
Molar mass in g mol⁻¹: 116.08
Kohn-Sham gap in eV: 8.6
Spin multiplicity: 1
HOMO energy in eV: -8.8
SMILES: N/N=c1/nn[nH]n1O
E_LUMO in eV: -0.2

x | Here is the molecule CH4N6O from the Open Molecules 2025 dataset. Energies are from the ωB97M-V functional and the def2-TZVPD basis.

Last column: Löwdin charge in e.
CARTESIAN COORDINATES (ANGSTROEM)
O1 -0.70031 1.83589 0.91921  -0.015
N1 -1.36781 -1.63418 0.26410  -0.030
N2 0.81187 1.97702 -0.58692  0.028
N3 0.30122 0.62522 -0.79371  -0.115
N4 -1.47149 -0.40438 0.68204  0.010
N5 1.35425 -0.48677 -0.59857  0.000
N6 0.11159 2.58174 0.20126  -0.040
C1 -0.64178 0.48394 0.23466  -0.322
H1 1.84902 -0.19978 0.44744  0.170
H2 1.98791 -0.43469 -1.52516  0.126
H3 -0.49423 -1.98290 -0.15476  0.081
H4 -1.74024 -2.36109 0.91041  0.110

Computed properties:
Molar mass in g mol⁻¹: 116.08
Kohn-Sham gap in eV: 8.6
Spin multiplicity: 1
HOMO energy in eV: -8.4
SMILES: N/N=c1/onnn1N
E_LUMO in eV: 0.2

Computed energies relative to the best structure, in kcal/mol: w 40.8; x 0.0

w | Here is the molecule C5H11N3 from the Open Molecules 2025 dataset. Energies are from the ωB97M-V functional and the def2-TZVPD basis.

Last column: Löwdin charge in e.
CARTESIAN COORDINATES (ANGSTROEM)
N1 -1.18529 -1.60956 -1.83592  0.159
N2 2.01687 -0.80515 -1.07062  0.042
N3 -0.44146 0.73828 0.54100  -0.282
C1 -1.78778 0.62604 1.07853  -0.118
C2 -0.26898 1.67526 -0.55473  -0.118
C3 0.89867 -1.26300 -0.23297  -0.366
C4 -0.41111 -1.27257 -1.03010  -0.188
C5 0.59572 -0.36930 0.97199  -0.092
H1 1.50232 0.12705 1.33070  0.109
H2 -2.43969 1.46754 0.82144  0.083
H3 1.09747 -2.27969 0.12495  0.130
H4 0.11644 -0.94175 1.77407  0.117
H5 2.22432 -1.51802 -1.76883  0.082
H6 -0.65502 2.66031 -0.27152  0.076
H7 -1.76512 0.57009 2.17197  0.075
H8 -0.83515 1.36118 -1.43700  0.070
H9 2.84285 -0.66921 -0.49109  0.077
H10 -2.28774 -0.27455 0.71135  0.067
H11 0.78270 1.77704 -0.83321  0.077

Computed properties:
Molar mass in g mol⁻¹: 113.16
Kohn-Sham gap in eV: 8.7
Spin multiplicity: 1
HOMO energy in eV: -7.9
SMILES: CN(C)C[C@H](N)C#N
E_LUMO in eV: 0.7

x | Here is a structure of composition C5H11N3 from the Open Molecules 2025 dataset. Energies are from the ωB97M-V functional and the def2-TZVPD basis.

Last column: Löwdin charge in e.
CARTESIAN COORDINATES (ANGSTROEM)
N1 -0.12793 -1.06918 -0.88430  -0.049
N2 0.77261 1.20289 1.96826  0.099
N3 -0.92633 1.36304 -1.93119  0.059
C1 -1.11759 -0.91135 1.33452  -0.040
C2 -0.22571 -0.26928 0.28627  -0.510
C3 0.69209 0.70449 0.71438  -0.116
C4 1.10634 -1.03646 -1.60391  -0.163
C5 -1.12521 0.48951 -1.03937  -0.198
H1 2.02988 -0.83001 -1.02664  0.078
H2 1.25054 -2.01552 -2.06315  0.072
H3 1.08740 -0.28432 -2.41556  0.069
H4 -1.83564 -1.56115 0.83693  0.081
H5 1.17479 2.11144 2.12533  0.099
H6 -2.14454 0.25910 -0.75122  0.113
H7 1.36075 1.16507 0.00046  0.125
H8 0.04292 1.55684 -2.16372  0.027
H9 0.18358 0.83593 2.69560  0.087
H10 -0.52197 -1.53978 2.00144  0.088
H11 -1.67599 -0.17127 1.91587  0.079

Computed properties:
Molar mass in g mol⁻¹: 113.16
Kohn-Sham gap in eV: 7.4
Spin multiplicity: 1
HOMO energy in eV: -6.8
E_LUMO in eV: 0.6

y | Here is a cluster of 2 separate species, C5H11N3 in total from the Open Molecules 2025 dataset. Energies are from the ωB97M-V functional and the def2-TZVPD basis.

Last column: Löwdin charge in e.
CARTESIAN COORDINATES (ANGSTROEM)
N1 1.73694 -0.23054 0.31121  -0.087
N2 -2.33088 -0.20583 -0.43980  -0.048
N3 -2.11979 -1.44536 0.35587  -0.081
C1 0.48021 -0.38054 0.22408  -0.205
C2 0.79771 1.97827 0.25441  -0.067
C3 -0.21618 0.78632 -0.00300  -0.404
C4 2.88786 -1.08862 -0.32308  -0.065
C5 -1.40427 0.89755 -0.30104  -0.126
H1 2.66948 -2.09348 -0.95086  0.092
H2 3.40096 -1.41536 0.42529  -0.056
H3 -3.26300 -0.09303 -0.37633  0.046
H4 -1.81482 1.87645 -0.56529  0.134
H5 3.42355 0.03170 -1.13426  0.199
H6 -1.74959 -1.27278 1.43409  0.155
H7 -1.44339 -2.12822 -0.06782  0.050
H8 0.04693 2.79228 0.78292  0.109
H9 -0.25506 -1.32238 -0.25056  0.146
H10 1.65657 1.43851 0.89928  0.098
H11 1.05248 2.20059 -0.89572  0.112

Computed properties:
Molar mass in g mol⁻¹: 113.16
Kohn-Sham gap in eV: 8.6
Spin multiplicity: 1
HOMO energy in eV: -8.0
E_LUMO in eV: 0.6

z | Here is the molecule C5H11N3 from the Open Molecules 2025 dataset. Energies are from the ωB97M-V functional and the def2-TZVPD basis.

Last column: Löwdin charge in e.
CARTESIAN COORDINATES (ANGSTROEM)
N1 -1.07031 -1.37814 1.03221  0.017
N2 1.88880 0.79539 -0.47510  0.020
N3 1.99426 1.78962 -1.18437  0.026
C1 -0.28130 1.50920 0.89501  -0.068
C2 0.44500 -0.87777 0.49318  -0.148
C3 -0.58064 0.44847 -1.38852  -0.072
C4 -1.25354 -2.63159 0.93022  -0.109
C5 0.21025 0.46204 -0.09296  -0.526
H1 0.84054 -1.59560 -0.22977  0.097
H2 -0.17166 2.51669 0.47907  0.075
H3 1.05398 -0.86748 1.39898  0.105
H4 -1.65931 0.43426 -1.20869  0.084
H5 -0.31664 -0.39742 -2.02997  0.078
H6 -0.33203 1.34869 -1.96880  0.067
H7 0.27340 1.46020 1.83587  0.079
H8 -2.16721 -3.09606 1.33792  0.064
H9 -0.51106 -3.31170 0.47169  0.068
H10 2.98017 2.02071 -1.41942  0.065
H11 -1.34271 1.37049 1.12343  0.079

Computed properties:
Molar mass in g mol⁻¹: 113.16
Kohn-Sham gap in eV: 9.7
Spin multiplicity: 1
HOMO energy in eV: -8.6
SMILES: [H]/N=N/C(C)(C)CN=C
E_LUMO in eV: 1.1

Computed energies relative to the best structure, in kcal/mol: w 0.0; x 52.0; y 160.3; z 26.1